A 3-piece molecular cluster, C15H36ClN2O2 overall at a distorted geometry, computed with ωB97M-V with the def2-TZVPD basis set.

Charge = +1
LUMO level = -1.93 eV
Max |F| = 2.6 eV Å⁻¹

CARTESIAN COORDINATES (ANGSTROEM)
C1 7.249 9.044 15.184
O1 6.705 7.834 14.715
C2 5.732 8.042 13.639
C3 6.394 8.585 12.433
N1 7.669 7.809 12.198
H1 8.329 8.506 11.642
H2 7.928 7.579 13.168
C4 7.610 6.616 11.358
C5 9.009 6.094 11.134
O2 9.610 6.056 12.401
C6 10.554 4.990 12.530
H3 6.458 9.784 15.270
H4 7.957 9.421 14.415
H5 7.769 8.927 16.109
H6 5.008 8.736 13.996
H7 5.353 7.025 13.441
H8 6.576 9.686 12.494
H9 5.709 8.453 11.611
H10 7.081 6.942 10.458
H11 7.027 5.834 11.880
H12 9.548 6.786 10.439
H13 8.938 5.096 10.704
H14 10.856 4.983 13.583
H15 11.470 5.112 11.936
H16 10.015 4.052 12.366
C7 10.178 11.945 6.089
C8 10.294 10.454 6.577
C9 11.505 10.293 7.518
C10 11.718 8.849 7.891
N2 12.869 8.525 8.764
C11 12.996 7.000 8.904
C12 14.494 6.733 9.338
C13 15.231 8.024 8.990
C14 14.216 8.882 8.229
C15 12.765 9.066 10.172
H17 11.150 12.384 5.916
H18 9.707 12.610 6.795
H19 9.556 11.981 5.187
H20 10.481 9.892 5.662
H21 9.355 10.094 7.049
H22 11.286 10.883 8.418
H23 12.373 10.692 6.974
H24 11.796 8.188 7.009
H25 10.778 8.492 8.417
H26 12.287 6.641 9.667
H27 12.789 6.566 7.912
H28 14.547 6.493 10.379
H29 14.864 5.883 8.813
H30 15.546 8.545 9.882
H31 16.087 7.911 8.298
H32 14.283 9.990 8.327
H33 14.231 8.554 7.193
H34 12.729 10.162 10.154
H35 13.561 8.642 10.739
H36 11.804 8.790 10.620
Cl1 9.130 9.195 9.863

Atomic forces in eV per Å
0.09 0.75 -1.61
-0.71 -0.57 -0.56
1.35 -1.38 1.67
0.21 0.63 -1.03
0.16 2.62 -0.09
-0.42 -1.00 0.74
0.78 -0.07 -0.36
-1.11 -0.68 -0.02
0.12 0.71 -0.78
0.81 -0.38 0.16
-0.45 0.21 1.13
-0.09 0.27 0.31
-0.06 0.14 0.55
0.16 -0.39 0.56
-1.03 0.27 0.17
-0.21 0.58 0.23
0.38 -1.01 -0.01
0.00 -0.05 -0.54
0.34 -0.41 -0.13
0.09 0.44 -0.20
-0.28 -0.61 0.48
0.01 -0.14 -0.16
0.00 0.08 -0.21
-0.41 -0.05 -0.26
0.44 -0.09 -0.37
-0.61 -0.99 0.22
0.04 0.99 -0.20
-0.20 0.32 -0.18
-1.91 -0.98 -0.19
0.50 -1.45 1.28
0.62 -0.19 0.38
-1.47 0.70 -0.66
0.26 0.75 -0.71
-0.25 0.84 -0.07
-1.51 0.61 -0.55
0.37 -0.08 -0.41
-0.29 0.00 0.55
0.35 0.06 0.09
-0.07 -0.39 0.07
0.63 0.25 -0.26
0.30 -0.03 -0.13
-0.06 0.06 0.34
0.31 0.48 0.13
1.18 0.40 -0.32
0.08 0.23 -0.59
-0.03 0.20 0.51
0.05 -0.01 0.66
0.28 -0.59 -0.49
0.37 0.03 0.17
-0.27 -0.18 0.70
0.43 -0.90 -0.28
-0.17 0.36 -0.23
0.52 -0.31 -0.09
0.60 0.09 0.42
0.07 -0.26 -0.36
-0.27 0.11 0.57

---

A 3-piece molecular cluster, C15H37BNO11P overall at a distorted geometry, computed with ωB97M-V with the def2-TZVPD basis set.

ΔE to the lowest compared entry with this formula, charge and spin = 0.0 kcal/mol
Charge = 0
LUMO level = 0.31 eV
Structure (SMILES) = CCOB(O)OC(=O)N[PH2]=O.COCCOCCOC.COCCOCCOC
Max |F| = 1.0 eV Å⁻¹

CARTESIAN COORDINATES (ANGSTROEM)
C1 7.147 -1.096 -1.138
C2 5.751 -1.310 -1.683
O1 5.043 -0.081 -1.673
B1 3.965 0.138 -2.469
O2 3.084 1.133 -2.160
O3 3.787 -0.568 -3.687
C3 2.686 -1.338 -3.764
O4 1.865 -1.246 -4.612
N1 2.599 -2.322 -2.722
P1 1.630 -1.888 -1.416
O5 0.786 -0.707 -1.645
H1 7.086 -0.697 -0.129
H2 7.690 -2.037 -1.125
H3 7.672 -0.386 -1.771
H4 5.823 -1.728 -2.689
H5 5.237 -2.045 -1.055
H6 2.264 0.856 -1.718
H7 3.507 -2.655 -2.416
H8 0.838 -2.995 -1.101
H9 2.491 -1.727 -0.314
C4 2.214 2.003 5.297
O6 2.000 2.521 4.006
C5 2.976 2.091 3.075
C6 2.443 2.138 1.662
O7 1.572 1.069 1.329
C7 0.253 1.089 1.855
C8 -0.661 2.097 1.203
O8 -0.402 3.405 1.683
C9 -0.801 4.402 0.772
H10 3.160 2.360 5.721
H11 1.394 2.344 5.926
H12 2.219 0.906 5.288
H13 3.295 1.066 3.304
H14 3.850 2.754 3.144
H15 3.296 2.020 0.990
H16 1.985 3.106 1.451
H17 0.259 1.206 2.941
H18 -0.151 0.100 1.628
H19 -1.703 1.831 1.431
H20 -0.520 2.055 0.116
H21 -0.297 4.280 -0.194
H22 -0.519 5.364 1.195
H23 -1.886 4.389 0.613
C10 -2.265 -1.175 -2.880
O9 -3.114 -1.727 -1.893
C11 -2.506 -1.747 -0.616
C12 -3.542 -1.733 0.483
O10 -4.114 -0.457 0.720
C13 -5.067 0.022 -0.213
C14 -6.424 -0.633 -0.106
O11 -6.421 -1.919 -0.701
C15 -7.424 -2.759 -0.182
H24 -1.367 -1.785 -3.014
H25 -2.821 -1.145 -3.815
H26 -1.967 -0.157 -2.610
H27 -1.838 -0.886 -0.495
H28 -1.908 -2.669 -0.530
H29 -3.029 -1.983 1.415
H30 -4.308 -2.491 0.309
H31 -4.688 -0.034 -1.236
H32 -5.198 1.077 0.038
H33 -7.164 -0.005 -0.623
H34 -6.705 -0.705 0.952
H35 -7.317 -2.880 0.903
H36 -7.311 -3.733 -0.654
H37 -8.426 -2.372 -0.402

Atomic forces in eV per Å
-0.30 0.16 -0.06
0.64 -0.25 -0.17
-0.31 -0.33 -0.04
0.01 0.89 0.00
0.10 -0.28 0.28
0.24 -0.53 0.40
-0.22 0.10 -0.57
-0.09 -0.05 -0.13
0.26 0.12 0.59
-0.95 -0.08 0.38
0.08 0.59 -0.20
0.11 0.03 0.08
0.08 -0.07 0.02
0.13 0.04 0.01
-0.15 0.10 -0.13
-0.19 0.08 0.09
-0.13 0.13 -0.18
0.11 0.03 -0.15
0.27 -0.32 0.00
0.24 -0.27 -0.08
0.03 0.10 -0.01
-0.13 -0.20 -0.06
-0.03 0.17 0.11
0.07 0.03 -0.12
0.08 -0.14 -0.07
-0.04 -0.13 -0.01
-0.12 0.13 0.10
0.21 -0.02 -0.10
-0.05 0.01 0.08
0.01 -0.04 0.02
0.00 0.03 0.00
0.04 0.00 0.01
0.01 -0.02 -0.01
0.08 -0.10 -0.02
-0.01 0.00 -0.02
-0.07 0.01 0.13
0.00 0.15 0.00
0.01 -0.01 -0.01
-0.01 -0.07 -0.11
0.01 -0.03 -0.01
-0.04 -0.01 -0.02
-0.02 0.01 0.03
0.01 0.00 -0.05
-0.08 -0.10 0.02
-0.09 0.24 0.06
-0.02 -0.14 -0.21
0.04 -0.08 0.11
0.01 0.02 0.06
0.02 0.13 -0.04
-0.09 -0.09 -0.14
0.16 -0.06 0.16
-0.02 0.02 -0.09
0.06 0.08 -0.04
-0.03 -0.06 0.01
0.11 -0.02 -0.01
0.03 -0.01 0.00
0.08 0.07 0.12
-0.01 0.00 0.01
-0.01 0.04 -0.13
-0.04 -0.13 -0.02
0.01 0.01 0.00
-0.02 0.06 0.10
0.01 0.02 0.01
-0.04 0.02 0.00
-0.01 0.00 -0.03
-0.01 -0.01 0.05

---

C15H37FIN2O4PSSi2 as an isolated structure at a distorted geometry, computed with ωB97M-V with the def2-TZVPD basis set.

Charge = 0
LUMO level = 0.18 eV
Max |F| = 3.3 eV Å⁻¹

CARTESIAN COORDINATES (ANGSTROEM)
C1 2.219 3.597 -1.263
C2 3.089 2.941 -2.494
C3 2.540 1.483 -3.018
Si1 2.405 0.157 -1.571
S1 2.276 -1.754 -2.529
C4 4.160 0.229 -0.696
C5 4.083 0.074 0.933
C6 5.400 0.863 1.596
F1 4.271 -1.359 1.267
O1 1.082 0.662 -0.576
Si2 -0.106 -0.563 -0.223
C7 -1.077 -1.219 -1.800
O2 -0.996 -0.234 -2.894
C8 -2.245 -0.167 -3.672
C9 -2.050 1.073 -4.775
C10 -1.506 0.378 0.796
I1 -0.432 1.982 1.900
C11 -2.691 0.985 -0.197
C12 -3.782 1.943 0.615
P1 0.555 -2.174 1.126
N1 1.670 -3.323 0.353
O3 1.512 -1.417 2.413
H1 2.300 4.776 -1.210
H2 2.604 3.112 -0.252
H3 1.061 3.373 -1.443
H4 4.237 2.889 -2.259
H5 2.976 3.694 -3.413
H6 1.455 1.678 -3.460
H7 3.201 1.099 -3.905
H8 2.617 -1.536 -3.890
H9 4.782 -0.702 -1.110
H10 4.776 1.181 -1.015
H11 3.066 0.536 1.283
H12 5.962 1.538 0.822
H13 5.004 1.442 2.541
H14 6.189 0.073 2.013
H15 -2.192 -1.533 -1.536
H16 -0.562 -2.225 -2.181
H17 -3.093 0.182 -2.927
H18 -2.554 -1.170 -4.193
H19 -1.968 2.106 -4.190
H20 -1.034 0.894 -5.328
H21 -2.912 1.107 -5.577
H22 -1.959 -0.347 1.607
H23 -2.260 1.553 -1.134
H24 -3.338 0.064 -0.595
H25 -3.289 2.841 1.180
H26 -4.367 1.215 1.332
H27 -4.488 2.407 -0.227
H28 2.594 -2.904 0.103
H29 1.244 -3.854 -0.438
H30 1.427 -0.418 2.364
C13 -3.162 -0.925 3.676
O4 -3.818 -0.393 2.789
N2 -3.445 -2.141 4.261
C14 -2.617 -2.703 5.309
C15 -4.607 -2.881 3.815
H31 -2.258 -0.447 4.089
H32 -2.230 -3.669 4.973
H33 -3.228 -2.845 6.205
H34 -1.779 -2.043 5.546
H35 -4.506 -3.091 2.746
H36 -5.500 -2.270 3.972
H37 -4.702 -3.821 4.367

Atomic forces in eV per Å
-0.12 -0.40 -0.18
-0.30 0.94 -1.05
-0.70 0.99 -0.34
0.84 3.03 -0.96
0.08 -0.79 -1.29
0.74 -1.19 0.63
2.34 0.86 -1.05
-0.44 -0.86 0.93
-0.99 2.57 -0.60
0.65 -2.82 -1.25
-0.87 2.77 -0.55
0.01 -2.01 -0.87
-1.73 -1.00 0.24
-0.67 1.78 -0.25
0.52 -0.47 0.55
-0.89 -0.68 -0.64
-0.62 -0.69 -0.20
-0.73 0.12 0.72
0.00 -0.50 -1.08
1.08 -1.38 1.57
0.23 1.46 0.06
-1.33 0.45 -2.09
0.17 -2.51 -0.12
-1.15 1.12 -1.95
2.59 0.26 0.60
-2.22 0.14 -0.27
0.37 -1.63 1.89
2.14 -0.55 0.89
-1.11 0.69 1.68
-0.48 0.35 1.79
-1.30 1.97 0.95
-1.49 -1.76 0.78
1.93 -1.42 -0.17
-1.36 -1.15 1.60
1.02 -0.81 -1.99
-1.89 1.56 -1.07
2.22 0.90 -0.48
-1.10 1.97 0.73
1.45 -0.95 -1.53
0.84 1.74 1.01
-0.29 -2.30 -1.31
-1.93 0.36 0.99
1.65 -0.10 1.79
0.79 1.83 -1.73
-0.57 -1.16 1.97
1.56 1.92 0.89
-0.83 -1.90 -1.00
1.14 1.88 -1.39
1.33 -1.05 1.95
-1.04 -0.60 0.02
0.47 0.76 1.00
0.08 -1.58 -0.06
-0.48 -0.87 0.37
0.11 -0.70 0.63
0.49 1.43 -0.53
-0.14 -0.05 -0.11
-0.12 0.21 -0.23
0.01 -0.09 0.04
0.09 0.05 0.20
0.19 -0.07 0.05
-0.16 -0.06 -0.12
-0.18 -0.06 0.11
-0.02 -0.20 -0.10
0.12 0.22 -0.06